Below is C19H20Cl2N6O4OsS as an isolated structure, with properties calculated with ωB97M-V with the def2-TZVPD basis set.

XYZ file:
```
53
Properties=species:S:1:pos:R:3:mulliken_spin:R:1
Os -0.21 -0.30 0.15 2.5557
O -2.09 0.60 -3.36 0.0892
C -1.57 0.70 -2.28 -0.0147
N -0.83 -0.31 -1.68 0.1567
C -0.43 -1.42 -2.54 0.0096
C 0.76 -2.07 -1.91 0.0188
C 1.47 -3.11 -2.47 0.0010
C 2.59 -3.59 -1.83 0.0211
C 3.00 -3.00 -0.64 0.0044
C 2.25 -1.98 -0.11 -0.0244
N 1.13 -1.53 -0.72 -0.0157
C -1.56 1.95 -1.47 -0.0015
C -2.42 3.00 -1.74 0.0032
C -2.31 4.15 -0.97 0.0000
C -1.31 4.23 -0.02 0.0031
C -0.47 3.14 0.17 -0.0084
N -0.61 2.02 -0.53 0.1048
H -0.19 -1.05 -3.53 0.0039
H -1.25 -2.14 -2.67 0.0140
H 1.13 -3.53 -3.41 0.0010
H 3.15 -4.42 -2.25 -0.0004
H 3.89 -3.34 -0.11 0.0010
H 2.54 -1.49 0.81 -0.0122
H -3.14 2.89 -2.53 0.0006
H -2.99 4.98 -1.14 0.0000
H -1.18 5.12 0.58 0.0009
H 0.35 3.19 0.87 0.0029
Cl 0.12 -4.99 0.84 0.0522
C -0.18 -3.40 1.34 0.3082
Cl -1.92 -3.67 3.13 0.4146
C 0.70 -2.81 2.23 0.1044
O 1.59 -3.09 2.95 0.1405
O 0.37 -1.15 2.25 0.0576
H -0.89 -2.83 0.76 -0.0183
C -3.18 2.44 4.24 0.0008
N -2.38 2.06 3.09 0.0030
C -2.31 0.83 2.56 0.0063
N -2.98 -0.15 3.14 0.0027
O -1.59 0.67 1.53 0.0059
H -2.83 3.40 4.61 0.0003
H -3.07 1.71 5.04 0.0000
H -4.24 2.53 3.99 0.0000
H -1.99 2.81 2.53 -0.0006
H -3.66 0.03 3.85 0.0010
H -2.83 -1.13 2.89 -0.0060
S 0.78 -0.32 5.94 0.0027
C 1.66 0.76 4.93 0.0033
C 1.49 0.46 3.63 0.0094
N 0.64 -0.61 3.47 0.0045
C 0.18 -1.13 4.60 -0.0030
H 2.27 1.55 5.35 -0.0001
H 1.92 0.94 2.77 -0.0031
H -0.51 -1.98 4.59 -0.0009
```

Results
F_max in Eh/bohr: 0.02350
2S+1: 5
Gap between HOMO and LUMO (spin up / spin down) in eV: 7.232 / 6.517
⟨S²⟩: 6.0195
Net charge: +2